{
  "formula": "C3H11NO2",
  "method": "the ωB97M-V functional and the def2-TZVPD basis",
  "mol_weight_da": 93.1,
  "smiles": "C=CCN.O.O",
  "largest_force_ev_per_a": 1.63,
  "homo_lumo_gap_ev": 10.21,
  "homo_energy_ha": -0.346,
  "symbols": ["C", "C", "C", "N", "H", "H", "H", "H", "H", "H", "H", "O", "H", "H", "O", "H", "H"],
  "coordinates": [[-0.97, 0.50, 2.43], [-0.24, 1.46, 1.91], [0.04, 2.75, 2.63], [-0.66, 3.92, 2.05], [-1.19, -0.42, 1.89], [-1.24, 0.64, 3.46], [0.23, 1.46, 0.93], [-0.38, 2.67, 3.64], [1.10, 2.98, 2.72], [-1.59, 3.91, 2.46], [-0.88, 3.73, 1.07], [-0.78, -5.23, -4.57], [-1.26, -4.91, -3.79], [-0.67, -6.18, -4.41], [2.82, -2.20, -3.84], [2.46, -3.10, -3.90], [3.21, -1.98, -4.68]]
}